Entry from the Open Molecules 2025 dataset: 10 unconnected molecules or ions with the total composition C36H54ClO22 at a distorted geometry (ωB97M-V with the def2-TZVPD basis set).

Structure (XYZ):
```
113
Properties=species:S:1:pos:R:3:forces:R:3:lowdin_charge:R:1
Cl 0.372580 0.031056 0.087453 -1.583 2.625 1.915 0.58
O 1.141570 0.894676 0.928063 1.708 0.303 0.663 -0.36
O 1.078650 -0.277374 -1.093297 0.808 -1.036 -1.441 -0.33
O 0.006080 -1.113304 0.856923 0.059 -1.818 0.011 -0.36
O -0.814330 0.788026 -0.194847 -0.927 -0.222 -1.065 -0.36
O -4.042630 3.238116 3.371533 4.382 2.539 -2.258 0.09
C -3.043020 3.808096 2.853283 -2.881 -0.237 0.977 -0.33
O -3.026490 5.182176 2.522093 -1.823 -0.918 0.776 0.00
C -1.731490 5.591016 2.185343 1.369 -0.239 -0.842 -0.20
C -1.140330 4.337706 1.486853 1.092 1.641 1.152 -0.14
C -1.650690 3.315446 2.442303 -1.815 -1.737 -0.104 -0.10
H -1.224590 5.908626 3.096543 0.367 -0.399 0.193 0.12
H -1.633620 6.458026 1.532033 -1.020 0.049 -0.135 0.12
H -0.050760 4.367186 1.495083 0.057 -0.003 -0.113 0.12
H -1.462230 4.322786 0.445583 -0.376 -0.511 0.235 0.11
H -1.110110 3.259656 3.387163 0.444 -0.076 -0.162 0.13
H -1.781940 2.327746 2.000353 0.304 -0.198 0.247 0.11
O -6.524000 0.539336 3.711013 1.843 -0.310 -1.595 0.07
C -5.537110 0.388016 2.991073 -1.875 0.464 2.319 -0.44
O -5.547550 0.684786 1.672233 -0.889 -0.606 0.535 0.05
C -4.228550 0.492896 1.204633 1.096 1.005 -0.769 -0.18
C -3.641670 -0.545904 2.093783 1.785 -0.075 -0.660 -0.18
C -4.147760 -0.145334 3.436053 -1.805 -0.405 -0.068 -0.07
H -3.786380 1.476776 1.361353 0.597 0.009 -0.228 0.11
H -4.111950 0.218046 0.156323 -0.792 0.196 0.004 0.11
H -2.554790 -0.495884 2.028293 0.155 -0.111 -0.128 0.10
H -3.949490 -1.504764 1.676733 -0.153 -0.217 0.708 0.11
H -3.591490 0.654476 3.924893 0.012 0.019 -0.179 0.12
H -4.289770 -0.968104 4.136773 -0.012 0.174 0.053 0.12
O 7.185840 0.972536 -3.946067 -0.536 -0.645 0.114 0.11
C 6.137030 0.387676 -3.884617 -1.175 0.480 -0.039 -0.47
O 5.939340 -0.851234 -4.384227 1.544 -1.507 -0.307 0.03
C 4.668000 -1.425824 -4.123717 -0.645 0.270 0.230 -0.18
C 3.803450 -0.238664 -3.866317 -1.034 1.663 0.163 -0.16
C 4.755550 0.910676 -3.412957 1.193 -1.154 -0.365 -0.05
H 4.564120 -2.092784 -3.267867 1.167 -0.133 0.240 0.11
H 4.280380 -2.003274 -4.962997 0.592 0.131 -0.315 0.13
H 3.037400 -0.491274 -3.133207 -0.074 0.304 0.049 0.09
H 3.296970 0.020416 -4.796077 -0.084 0.298 0.051 0.11
H 4.811560 1.042696 -2.332437 -0.243 0.205 -0.098 0.12
H 4.706460 1.879216 -3.910567 -0.672 -0.081 0.278 0.11
O -1.373850 -2.796164 -5.365197 0.220 0.635 1.764 0.08
C -1.210740 -2.733724 -4.159367 0.511 -1.601 -1.164 -0.43
O -2.185680 -2.383294 -3.284797 1.025 -0.838 0.088 0.03
C -1.695590 -2.678864 -1.947767 -0.034 0.289 1.402 -0.12
C -0.382460 -3.486844 -1.992097 -1.324 -0.242 0.687 -0.17
C 0.066370 -3.162824 -3.352587 0.750 1.385 -1.309 -0.09
H -2.397290 -3.255474 -1.345067 -0.585 0.346 -0.454 0.12
H -1.529460 -1.715424 -1.465817 -0.071 0.011 0.075 0.10
H -0.583220 -4.545634 -1.828507 -0.049 -0.050 -0.118 0.12
H 0.260400 -3.143844 -1.181427 0.128 0.042 -0.170 0.10
H 0.791710 -3.822864 -3.828327 -0.649 -0.268 -0.346 0.13
H 0.635880 -2.241654 -3.229267 0.074 0.468 -0.303 0.11
O 3.843990 3.481566 -2.185827 -3.057 1.231 0.230 0.07
C 2.667010 3.867366 -2.219267 2.878 -1.239 -0.845 -0.42
O 2.376910 5.130876 -2.638927 -1.242 0.727 0.136 0.02
C 0.945430 5.417006 -2.507507 -0.835 -2.826 0.388 -0.11
C 0.284220 3.983996 -2.380537 -0.019 0.340 0.596 -0.13
C 1.424970 3.027986 -1.981237 -0.217 1.109 0.203 -0.06
H 0.373460 5.861226 -3.322127 1.294 0.620 -0.427 0.12
H 0.681500 5.927086 -1.581087 0.769 0.386 -0.054 0.11
H -0.260250 3.661696 -3.268097 0.339 0.113 -0.180 0.09
H -0.470350 4.104406 -1.603227 -0.046 -0.472 0.056 0.09
H 1.472340 2.087126 -2.529537 0.063 0.160 -0.022 0.12
H 1.395300 2.776876 -0.920967 -0.023 -0.127 0.047 0.11
O -1.471960 -0.877794 5.546363 0.697 -0.255 0.194 0.14
C -0.342400 -0.527744 5.377163 -0.270 1.835 -0.188 -0.42
O 0.537220 -0.232964 6.416673 -0.687 -1.136 0.379 0.01
C 1.835310 0.010356 5.924733 0.755 -0.221 -2.038 -0.17
C 1.784190 -0.387834 4.421433 0.348 0.746 0.494 -0.16
C 0.361920 -0.044674 4.120443 -0.147 -0.296 -1.397 -0.10
H 2.656710 -0.524254 6.401803 -0.514 -0.053 0.685 0.12
H 2.042590 1.080336 5.908303 -0.026 0.123 0.492 0.12
H 1.898900 -1.446654 4.189403 0.536 -0.070 0.362 0.10
H 2.496030 0.237006 3.882023 0.038 -0.369 -0.234 0.12
H 0.069640 -0.422144 3.140553 -0.498 -0.628 0.360 0.09
H 0.256990 1.022706 3.926073 -0.252 0.305 0.777 0.13
O -3.441640 -3.788644 1.483053 1.604 -1.074 -0.002 0.10
C -2.301880 -3.985494 1.865223 -1.672 2.013 0.227 -0.47
O -1.375560 -4.729404 1.285983 -2.162 -0.773 -2.412 0.06
C -0.160690 -4.573524 1.891073 2.204 -1.677 -0.498 -0.22
C -0.419680 -4.090344 3.248513 0.785 0.578 1.773 -0.15
C -1.664790 -3.299674 3.065873 -1.582 -0.303 -0.568 -0.07
H 0.494070 -3.906024 1.330863 -0.334 -0.009 -0.223 0.10
H 0.253430 -5.581784 1.886233 0.600 0.137 -0.015 0.14
H 0.452370 -3.511264 3.552313 -0.134 0.049 0.494 0.11
H -0.588500 -4.912704 3.943723 0.147 0.007 0.055 0.13
H -1.506870 -2.274504 2.730913 -0.111 0.129 0.480 0.10
H -2.460620 -3.443874 3.796603 0.485 0.778 0.551 0.14
O 4.750780 -4.141134 -0.924017 -0.555 1.228 2.112 0.08
C 4.331370 -3.461084 0.012953 0.386 -0.964 -2.746 -0.46
O 3.736620 -3.989324 1.088843 0.374 -0.926 -0.235 0.03
C 3.025730 -2.976344 1.784743 0.414 0.228 0.937 -0.16
C 3.837010 -1.708224 1.535333 -0.348 0.341 -1.398 -0.13
C 4.242760 -1.947414 0.078953 0.413 -0.605 0.179 -0.08
H 3.033570 -3.265884 2.835553 -0.245 -0.014 -0.005 0.12
H 2.012370 -2.996234 1.383723 0.101 0.691 0.147 0.09
H 4.762550 -1.673824 2.110053 -0.356 0.090 0.469 0.12
H 3.254900 -0.786694 1.541163 0.046 -0.026 0.691 0.10
H 5.204740 -1.528544 -0.216427 -0.198 0.150 -0.078 0.13
H 3.449350 -1.638574 -0.601657 0.040 0.125 -0.155 0.11
O -4.583970 0.573846 -2.190787 0.532 -0.108 -1.156 0.12
C -3.878430 0.750166 -3.152597 0.735 0.290 0.799 -0.45
O -4.297540 0.659416 -4.435457 -1.077 -0.126 -0.127 0.04
C -3.373740 1.246586 -5.329287 -0.171 0.644 -0.894 -0.20
C -2.361890 1.971466 -4.533197 2.343 -0.793 1.739 -0.17
C -2.385870 1.159756 -3.199737 -1.013 0.493 0.148 -0.05
H -3.838700 1.950756 -6.019257 -0.628 -0.396 -0.049 0.13
H -2.802790 0.518796 -5.905857 -0.626 -0.539 -0.013 0.13
H -2.412640 3.031996 -4.286637 -0.714 0.000 -0.408 0.11
H -1.444870 1.796856 -5.095937 0.432 0.443 0.373 0.11
H -2.147990 1.725716 -2.299067 0.107 -0.054 -0.133 0.10
H -1.810980 0.234076 -3.172737 0.136 0.055 -0.272 0.11
```
Positions in Å, forces in eV/Å.

Output
HOMO level   -7.31 eV
Charge   -1
Lowest unoccupied orbital energy   1.8 eV
Electronic energy   -3519.50346 Ha
Orbital gap   9.1 eV

Entry from the Open Molecules 2025 dataset: a single C6H7Cl molecule at a distorted geometry (ωB97M-V with the def2-TZVPD basis set).

Structure (XYZ):
```
14
Properties=species:S:1:pos:R:3:forces:R:3:nbo_charge:R:1
C 1.583995 -0.914388 -0.507778 0.996 -1.907 1.689 -0.36
C 1.048034 0.082560 -1.198900 1.474 1.833 1.136 -0.28
C 0.652581 1.270275 -0.312750 1.686 0.308 -3.982 -0.20
C -0.297836 1.152634 0.537485 -2.837 0.753 3.058 -0.25
C -1.093797 -0.060758 0.923246 0.110 2.185 0.091 -0.02
C -1.755940 -0.869014 0.118340 -0.959 -2.318 2.457 -0.41
Cl -1.386507 0.029491 2.698660 0.083 -0.610 -0.959 -0.05
H 1.748835 -0.843707 0.731836 -0.701 -0.380 -3.763 0.22
H 1.899127 -1.870763 -1.052981 -0.250 1.416 1.110 0.20
H 1.172785 0.187463 -2.306813 -0.652 -0.271 1.123 0.23
H 1.010589 2.314778 -0.492922 0.030 -1.188 -0.100 0.22
H -0.611064 2.099799 1.066967 0.310 -1.293 -0.305 0.22
H -2.345467 -1.662363 0.759025 0.835 1.408 -2.057 0.23
H -1.625335 -0.916005 -0.963415 -0.125 0.064 0.501 0.24
```
Positions in Å, forces in eV/Å.

Output
HOMO level   -9.05 eV
Charge   0
Lowest unoccupied orbital energy   0.8 eV
Electronic energy   -692.89958 Ha
Orbital gap   9.9 eV
SMILES string   C=C/C=C\C(=C)Cl

Entry from the Open Molecules 2025 dataset: a molecular structure, C47H49AsFN3P2STl at a distorted geometry (ωB97M-V with the def2-TZVPD basis set).

Structure (XYZ):
```
105
Properties=species:S:1:pos:R:3:forces:R:3:nbo_charge:R:1
Tl -0.007484 -0.067619 -0.212283 -0.151 0.304 -0.210 1.09
N -0.681771 1.732401 -1.784551 0.200 -0.039 0.232 -0.83
C -0.968706 1.544220 -3.218302 -0.093 -0.182 -0.066 -0.21
C -1.959764 0.404585 -3.467227 0.041 0.062 0.016 -0.44
C -1.328200 -0.943773 -3.856800 -0.013 0.039 0.208 -0.40
C -1.282450 -2.012055 -2.766758 -0.252 -0.049 -0.203 -0.23
N -0.083873 -1.886104 -1.910032 -0.022 0.343 0.502 -0.82
H -1.542193 1.998914 -1.314216 -0.088 -0.027 0.038 0.41
H -0.023944 2.500525 -1.666874 0.014 0.021 -0.002 0.40
H -0.023563 1.343542 -3.727203 -0.031 0.030 0.000 0.19
H -1.366983 2.474030 -3.633906 0.068 0.031 0.038 0.20
H -2.640546 0.713501 -4.260647 0.073 0.013 -0.063 0.22
H -2.561210 0.275340 -2.566261 -0.072 0.002 -0.073 0.26
H -0.306900 -0.787741 -4.225781 -0.036 -0.025 -0.149 0.19
H -1.896168 -1.362316 -4.687636 0.037 -0.042 -0.014 0.23
H -1.277333 -2.995092 -3.247624 0.091 -0.012 0.072 0.19
H -2.166076 -1.955275 -2.130454 0.070 0.033 0.013 0.24
H 0.739127 -1.759140 -2.490559 0.064 -0.038 -0.006 0.39
H 0.041560 -2.739595 -1.373896 0.037 -0.017 -0.004 0.39
S 1.901190 1.074662 1.157168 -0.808 -0.384 -0.458 -0.17
C 3.502219 0.636484 0.555843 -0.044 -0.068 -0.176 -0.20
C 4.493304 0.461183 1.523510 -0.005 0.016 -0.016 -0.21
C 5.807346 0.241995 1.152904 0.031 -0.009 -0.017 -0.18
C 6.143867 0.166777 -0.190995 0.022 -0.024 0.048 -0.23
C 5.159781 0.307907 -1.154054 -0.050 0.043 -0.102 -0.13
C 3.834092 0.559668 -0.805259 0.085 -0.054 0.129 -0.37
As 2.440694 0.642862 -2.166159 0.467 -0.056 -0.122 0.92
C 2.418110 2.549071 -2.593496 -0.073 -0.062 0.060 -0.25
C 2.065921 3.012073 -3.860290 -0.026 -0.097 0.032 -0.26
C 1.887663 4.369661 -4.083521 -0.027 0.030 -0.056 -0.20
C 2.037757 5.275693 -3.043910 0.009 0.039 0.037 -0.20
C 2.392659 4.823999 -1.780441 -0.035 -0.012 -0.064 -0.20
C 2.581036 3.467548 -1.557761 0.101 -0.065 0.032 -0.25
C 3.411238 -0.193075 -3.644288 -0.078 0.125 0.067 -0.32
C 3.395776 -1.585831 -3.675595 -0.048 0.062 0.068 -0.23
C 4.108702 -2.281718 -4.638439 0.025 -0.025 -0.041 -0.19
C 4.838312 -1.585245 -5.591985 0.002 -0.009 -0.002 -0.22
C 4.855324 -0.198762 -5.571241 0.027 0.036 -0.038 -0.14
C 4.148363 0.497149 -4.600380 -0.036 0.062 0.079 -0.25
H 4.220594 0.513979 2.569438 -0.002 -0.012 0.003 0.22
H 6.568991 0.122471 1.912398 -0.016 0.000 0.006 0.22
H 7.168860 -0.010429 -0.488295 -0.004 0.010 -0.008 0.22
H 5.430880 0.234152 -2.198955 0.017 -0.016 -0.006 0.21
H 1.924967 2.315328 -4.678600 0.010 0.014 -0.011 0.22
H 1.626240 4.722879 -5.072808 -0.009 -0.023 0.000 0.22
H 1.878278 6.331596 -3.219909 0.035 -0.005 -0.003 0.22
H 2.524009 5.523272 -0.964942 -0.004 0.006 -0.009 0.23
H 2.855197 3.123140 -0.569659 0.014 0.004 0.036 0.23
H 2.849949 -2.135458 -2.914097 0.023 -0.047 -0.020 0.20
H 4.101797 -3.363873 -4.644585 -0.011 0.003 0.009 0.22
H 5.398840 -2.122707 -6.345314 -0.011 -0.001 -0.001 0.23
H 5.431059 0.348396 -6.306627 -0.003 -0.014 -0.003 0.22
H 4.190455 1.578863 -4.576412 0.024 -0.010 -0.019 0.23
C -3.295947 -0.143605 3.308588 -0.249 -0.033 -0.069 -0.42
N -2.530113 -0.087997 2.057288 0.416 -0.027 -0.120 -1.08
P -1.820971 1.377941 1.505215 -0.424 0.092 0.518 1.18
C -1.623508 2.309579 3.068397 0.114 -0.030 -0.128 -0.39
C -0.446321 2.104909 3.786847 -0.044 -0.021 -0.036 -0.20
C -0.252429 2.723510 5.012166 0.032 -0.009 0.029 -0.20
C -1.231291 3.562570 5.523777 -0.011 0.006 0.012 -0.19
C -2.400726 3.781872 4.809103 -0.058 0.033 -0.003 -0.21
C -2.599114 3.160642 3.585788 0.055 -0.050 0.010 -0.19
C -3.109730 2.359887 0.682178 0.209 0.135 -0.020 -0.38
C -4.367145 1.895446 0.328352 0.035 -0.065 0.031 -0.21
C -5.250689 2.735419 -0.335766 -0.060 -0.005 -0.033 -0.14
C -4.877803 4.031798 -0.660130 0.007 0.008 0.002 -0.22
C -3.613325 4.498036 -0.321523 -0.005 0.018 -0.031 -0.21
C -2.732324 3.663958 0.346255 -0.038 -0.114 0.037 -0.23
P -1.708423 -1.470279 1.493702 -0.059 0.029 0.379 1.26
C -1.279489 -2.322891 3.051758 0.123 -0.002 -0.203 -0.40
C -1.965832 -3.422609 3.560701 0.007 0.071 0.014 -0.19
C -1.589115 -3.970844 4.778451 -0.019 -0.029 0.024 -0.20
C -0.531117 -3.428123 5.492872 -0.016 -0.008 -0.006 -0.21
C 0.159117 -2.333475 4.989403 0.037 0.017 0.035 -0.14
C -0.209560 -1.789036 3.771063 -0.008 0.027 -0.078 -0.22
C -2.872128 -2.615786 0.714022 0.236 -0.025 -0.034 -0.40
C -4.204185 -2.315903 0.473077 -0.001 0.030 0.023 -0.12
C -5.012810 -3.244157 -0.166201 -0.043 0.012 -0.030 -0.22
C -4.489547 -4.460516 -0.582113 -0.008 -0.003 -0.018 -0.19
C -3.152992 -4.758997 -0.353173 0.006 -0.045 -0.021 -0.21
C -2.346109 -3.838356 0.296001 -0.045 0.103 0.042 -0.22
H -2.668311 -0.105788 4.201807 0.072 0.007 -0.066 0.21
H -3.877215 -1.065921 3.332242 -0.013 0.014 0.016 0.21
H -3.989260 0.696144 3.338814 -0.029 -0.019 -0.002 0.22
H 0.326203 1.467533 3.371645 0.015 0.018 0.059 0.22
H 0.664332 2.558918 5.563542 0.001 0.001 -0.012 0.22
H -1.082239 4.052319 6.477201 0.005 -0.004 -0.002 0.22
H -3.163349 4.440124 5.205066 0.011 -0.002 0.005 0.22
H -3.512623 3.339257 3.032943 -0.015 0.011 0.017 0.22
H -4.643456 0.875831 0.563226 -0.002 0.010 -0.021 0.22
H -6.234749 2.376746 -0.609025 0.006 -0.014 0.017 0.21
H -5.572250 4.680553 -1.177555 0.002 -0.006 -0.002 0.22
H -3.319015 5.508380 -0.574858 -0.001 -0.007 0.007 0.22
H -1.744743 4.019812 0.628193 -0.040 0.066 -0.028 0.22
H -2.798020 -3.847119 3.015301 -0.016 -0.017 -0.010 0.23
H -2.127986 -4.823131 5.171686 0.008 0.004 0.000 0.22
H -0.241503 -3.861244 6.441233 -0.002 0.007 0.001 0.22
H 0.985601 -1.910654 5.545718 0.005 -0.002 -0.016 0.21
H 0.335844 -0.943305 3.361645 0.034 -0.010 0.050 0.22
H -4.600023 -1.354548 0.773110 0.000 -0.011 -0.002 0.21
H -6.054779 -3.015570 -0.349533 0.008 0.006 0.008 0.22
H -5.122820 -5.177599 -1.087800 -0.004 0.006 0.011 0.23
H -2.747968 -5.709293 -0.676627 0.016 0.012 0.014 0.22
H -1.303189 -4.065766 0.499190 -0.017 -0.083 -0.014 0.21
F -2.258351 -0.192831 -0.582196 0.229 -0.008 -0.116 -0.79
```
Positions in Å, forces in eV/Å.

Output
HOMO level   -10.32 eV
Charge   +1
Lowest unoccupied orbital energy   -3.5 eV
Electronic energy   -5573.51958 Ha
Orbital gap   6.9 eV

Q: What is the orbital gap in the third record?
A: 6.9 eV

Q: What is the lowest unoccupied orbital energy in the first record?
A: 1.8 eV

Q: orbital gap of number 2 (C6H7Cl)?
A: 9.9 eV